149
Properties=species:S:1:pos:R:3:forces:R:3:mulliken_charge:R:1 method="wB97M-V/def2-TZVPD" e_homo_ev=-9.3 energy_ev=-78674.895 lumo_energy_ev=0.55 fmax_ev_per_a=2.7 de_lowest_ev=1.5695 orbital_gap_ev=9.87 smiles=COC[C@H](C)N.COC[C@H](C)N.COCCOCCOC.COCCOCCOC.COCCOCCOC.COCCOCCOC.COCCOCCOC
C -2.0729 -2.9762 -0.6641 -0.6525 0.1358 0.0747 -1.179
O -2.9727 -3.6341 -1.5498 0.7153 -0.0528 -0.0769 0.187
C -3.2526 -4.9500 -1.1644 -1.6242 -0.2820 0.8207 -0.671
C -4.4911 -5.3935 -1.9377 0.2478 0.1718 0.5188 -0.916
O -4.2128 -5.2522 -3.3027 -0.2814 0.3103 -0.0651 -0.175
C -5.3180 -4.8347 -4.0980 0.2406 -1.0569 0.1587 -0.480
C -4.8266 -4.6224 -5.5108 0.3565 0.0337 -0.5522 -0.549
O -4.6588 -5.7372 -6.3673 -0.6827 -0.4323 0.1966 -0.483
C -3.7420 -6.6953 -5.8747 0.9916 0.6662 -0.6559 -0.371
H -1.2136 -3.6042 -0.4257 0.2250 0.1793 -0.1914 0.464
H -2.5799 -2.7250 0.2764 -0.0029 -0.1477 0.0597 0.480
H -1.8119 -2.0302 -1.1319 0.3960 -0.1329 -0.0454 0.154
H -3.5835 -4.9450 -0.1104 0.2812 -0.1073 0.0321 0.393
H -2.4455 -5.6878 -1.2356 0.3391 0.3956 -0.3761 0.391
H -5.3371 -4.7787 -1.6014 0.1092 0.2991 -0.3282 0.371
H -4.7836 -6.4115 -1.6384 0.2672 -0.1338 -0.3006 0.411
H -5.7759 -3.9051 -3.7466 0.2499 0.1448 0.2434 0.442
H -6.0772 -5.6208 -4.0066 -0.2441 0.0810 -0.4235 0.359
H -3.8407 -4.1409 -5.4588 -0.1535 0.3971 0.2264 0.322
H -5.5486 -3.9868 -6.0235 0.1092 0.1256 -0.0642 0.340
H -3.5494 -7.4406 -6.6484 -0.7897 -0.2819 0.1420 0.312
H -4.0734 -7.0858 -4.9157 0.2590 -0.3169 -0.0620 0.154
H -2.7412 -6.2310 -5.8191 -0.2195 0.1027 0.7157 0.089
C -4.8325 -0.4967 -1.7155 -1.3933 0.1205 -0.1568 -0.718
O -4.1967 -0.0550 -2.8881 0.5779 0.0469 0.2739 -0.349
C -3.9470 -1.1195 -3.7805 0.1205 0.4396 -0.5492 0.515
C -3.0632 -0.6772 -4.9335 0.1264 0.4458 0.9403 -1.254
O -1.8738 -0.1051 -4.4132 0.2605 0.4974 0.3449 0.255
C -0.8800 0.0859 -5.4112 0.4908 -1.8814 -0.2685 -0.812
C 0.2838 0.8820 -4.8197 -2.1500 1.5673 0.6158 -0.066
O 1.5461 0.9255 -5.3952 0.6552 -0.7294 0.1278 -0.247
C 1.6225 1.5020 -6.6687 -0.4768 -0.1709 -1.0074 -0.928
H -5.3648 0.3410 -1.2588 0.3304 0.2125 -0.0570 0.243
H -4.2103 -0.9566 -0.9464 0.3845 -0.1244 -0.2955 0.231
H -5.6467 -1.1806 -2.0004 0.2006 -0.2712 0.2281 0.349
H -4.9036 -1.3926 -4.2463 -0.0142 -0.4801 0.1428 0.403
H -3.4697 -1.9760 -3.2998 -0.2023 -0.0815 0.2648 -0.343
H -3.5682 0.0981 -5.5157 -0.0985 -0.2621 -0.3799 0.421
H -2.8379 -1.5965 -5.4847 -0.0552 0.1923 -0.4639 0.487
H -1.3452 0.4615 -6.3256 0.2268 0.2335 -0.0785 0.430
H -0.5024 -0.9366 -5.5706 0.1408 0.1079 -0.8101 0.237
H 0.2920 0.5192 -3.7916 0.7934 0.0841 0.0135 -0.282
H -0.0875 1.9185 -4.7697 0.0402 0.0754 0.2233 0.628
H 1.0046 2.3982 -6.8095 -0.1350 -0.0246 0.4126 0.367
H 1.2988 0.7732 -7.4226 0.0038 0.0949 -0.0658 0.308
H 2.6404 1.7934 -6.9234 0.1501 -0.1959 0.4214 0.273
C 4.2096 -1.4997 8.7287 -0.0584 0.0414 0.2860 -0.488
O 3.8945 -2.8781 8.7082 0.0183 0.2801 0.1766 -0.422
C 2.5759 -3.1103 8.2708 -0.0796 -0.6124 -0.4016 -0.576
C 2.3227 -2.6938 6.8156 -0.5226 -0.4011 0.5232 -0.636
O 1.7088 -1.4316 6.7820 0.3549 0.4850 -0.1728 -0.269
C 1.4933 -0.9597 5.4515 0.5691 -0.4228 0.6490 -0.847
C 1.0487 0.4935 5.5411 -0.1344 -1.2885 -0.1444 0.641
O -0.3555 0.4287 5.7423 0.0117 0.5496 -0.2452 -0.405
C -1.0387 1.5873 5.3358 0.3822 0.9251 -0.6387 -0.346
H 4.1606 -1.0819 7.7215 0.1681 0.1587 0.0074 0.131
H 5.1970 -1.3837 9.1718 0.1537 -0.1398 -0.2682 0.283
H 3.5323 -0.9247 9.3713 -0.2371 -0.1231 -0.0909 0.311
H 1.8392 -2.6745 8.9541 0.0006 0.3516 -0.1614 0.337
H 2.4238 -4.1900 8.3349 0.1931 -0.0128 0.0152 0.316
H 1.6486 -3.4304 6.3519 0.0707 -0.0057 -0.0214 0.484
H 3.2712 -2.7266 6.2630 0.0195 0.1524 -0.0077 0.365
H 0.7499 -1.6260 5.0048 -0.2377 0.3869 -0.3117 0.349
H 2.4234 -1.0868 4.8796 0.0383 0.2660 -0.0030 0.433
H 1.3273 1.0240 4.6253 -0.3071 0.0665 -0.1212 -0.459
H 1.6022 0.9411 6.3725 -0.2505 0.1829 0.1218 0.315
H -2.0586 1.3761 5.0147 -0.0505 -0.3112 0.5030 0.329
H -0.5748 2.0375 4.4410 0.1288 -0.2356 0.0419 -0.166
H -1.0108 2.3931 6.0814 -0.2184 -0.2569 0.2001 0.329
C 6.7065 1.1920 6.8663 -0.3097 0.3467 0.2922 -0.445
O 6.0615 2.4362 6.6982 -0.3555 -0.0179 -0.2072 -0.328
C 6.7518 3.3485 5.8327 0.0582 -1.1395 1.3814 -0.610
C 5.7394 4.2918 5.2674 -0.3237 0.1301 -1.4032 -0.454
O 5.2924 3.7606 4.0056 0.0864 -0.1942 0.3135 -0.295
C 4.1697 4.4545 3.4758 0.4646 -0.6473 -0.2057 -0.683
C 3.2457 3.3907 2.8876 -1.1532 -0.1028 0.2512 -0.064
O 1.8941 3.7583 2.5886 0.2964 0.6811 -0.0729 -0.168
C 1.2152 4.5333 3.5703 0.4005 -0.0987 -0.8067 -0.694
H 7.6289 1.2748 7.4532 0.2746 0.1139 -0.4000 0.293
H 6.8520 0.7508 5.8784 0.3034 -0.3386 0.1438 0.348
H 6.0561 0.5742 7.4850 -0.1819 -0.0610 -0.2746 -0.051
H 7.2563 2.7769 5.0461 -0.0732 0.2505 -0.1864 0.333
H 7.5134 3.7901 6.4848 0.0575 0.5795 -0.4596 0.371
H 6.1633 5.2806 5.0636 0.0252 0.0821 0.3211 0.309
H 4.8368 4.3620 5.8766 0.3581 0.1486 0.5772 0.391
H 4.5511 5.0704 2.6592 -0.3240 0.5787 0.1862 0.175
H 3.6939 5.0206 4.2777 -0.1107 0.2235 -0.2310 0.521
H 3.1409 2.5611 3.5961 0.6628 -0.1353 -0.0335 0.116
H 3.6336 3.0844 1.9184 0.1868 -0.4176 0.1915 0.220
H 0.2215 4.6551 3.1443 -0.1806 0.0064 0.3909 0.030
H 1.6742 5.5219 3.6526 -0.1050 0.0433 0.1727 0.387
H 1.1996 4.0485 4.5504 -0.1096 -0.0620 0.0333 0.334
C -2.8290 3.6428 2.2633 0.6241 0.5453 0.1383 -0.143
O -4.2275 3.5342 2.2288 -0.1422 -0.3975 -0.1663 -0.427
C -4.8376 4.0477 1.0487 0.4700 -0.5088 0.1984 -0.731
C -4.4143 3.3667 -0.2418 0.1809 -0.4959 -0.3878 -0.311
O -3.1103 3.7340 -0.6220 0.0497 1.0120 -0.0521 -0.329
C -2.5653 2.9821 -1.6723 0.2517 -0.9091 0.1302 -0.253
C -1.2542 3.5719 -2.1403 -0.6292 -0.5785 0.7528 0.663
O -1.4605 4.8551 -2.6629 0.0904 0.1854 0.2002 -0.484
C -0.3521 5.7100 -2.5187 0.4810 -0.2700 -0.5757 -0.675
H -2.3147 3.0931 1.4727 -0.1645 -0.0680 -0.0193 0.023
H -2.4527 3.2886 3.2242 -0.3431 -0.1165 0.0720 0.031
H -2.5233 4.6973 2.1811 -0.0043 -0.0535 -0.1264 0.303
H -4.6470 5.1233 0.9943 -0.1012 0.0941 -0.1730 0.336
H -5.8946 3.8390 1.1967 -0.1346 0.2571 -0.0744 0.348
H -5.1199 3.6150 -1.0478 -0.0659 0.1347 0.0864 0.450
H -4.4289 2.2700 -0.1567 -0.2564 0.0141 0.3673 0.195
H -3.2484 2.7889 -2.5071 -0.2140 0.3720 0.0581 0.384
H -2.3076 1.9880 -1.2685 -0.0898 -0.1369 -0.2120 -0.116
H -0.8422 2.8427 -2.8469 0.1894 0.3150 -0.2503 -0.151
H -0.6042 3.5481 -1.2553 0.1959 0.4684 -0.1165 0.116
H -0.1032 6.0034 -1.4937 -0.4068 -0.1447 0.1812 0.236
H -0.5543 6.5997 -3.1104 -0.0003 0.0566 0.0487 0.305
H 0.5427 5.2167 -2.9220 0.0628 0.1413 -0.0770 0.257
C 0.5449 0.6851 1.7153 -1.3371 0.8825 0.0729 -1.637
C 0.4080 0.5306 0.2059 0.9352 -1.2366 0.1825 1.740
C 1.4332 1.4632 -0.4227 -0.3616 1.0170 -0.6598 -1.425
O 1.4189 1.3968 -1.8419 -0.6230 -0.3384 -0.6176 0.696
C 2.6073 1.8985 -2.4170 0.7905 0.1105 1.3368 -1.140
N 0.6020 -0.8894 -0.1590 0.8274 -0.0447 -0.2202 -0.452
H -0.1649 0.0875 2.2912 0.0719 -0.3576 -0.2823 0.510
H 0.1974 1.7122 1.8767 0.5165 0.0654 0.5053 0.100
H 1.5391 0.5410 2.1353 0.1621 0.0477 -0.2903 0.423
H -0.6129 0.7792 -0.0841 0.0439 0.3194 -0.1326 -0.821
H 2.4490 1.2902 -0.0462 -0.0358 -0.3506 0.0937 0.393
H 1.1831 2.5073 -0.1869 0.0686 -0.0350 0.4343 0.390
H 2.8846 2.8594 -1.9590 -0.0717 -0.0174 0.0822 0.346
H 2.6085 2.0774 -3.4872 -0.6672 -0.5458 -0.0983 0.161
H 3.3714 1.1668 -2.1280 0.4622 0.2756 -0.4421 0.386
H 0.9218 -0.9733 -1.1256 -0.4953 0.2513 -0.1184 -0.104
H 1.4387 -1.2204 0.3239 -0.2457 -0.0303 0.3090 0.375
C 1.0071 -4.8422 -4.8743 -0.2139 0.1771 0.0179 -1.726
C 0.4708 -3.8855 -3.7892 0.4127 0.0152 -1.2904 0.769
C 1.2298 -2.5795 -3.8627 0.8422 0.2530 0.0829 0.104
O 2.5215 -2.7775 -3.3023 0.1676 -0.0967 -0.0015 -0.471
C 3.3380 -1.6341 -3.4114 -0.1237 0.4146 -0.5522 -0.390
N -0.9544 -3.6464 -4.1185 -0.1096 0.4361 1.3066 -0.333
H 2.0404 -5.1648 -4.7461 -0.0727 -0.0687 0.3007 0.338
H 0.9569 -4.3427 -5.8458 -0.0919 0.0872 0.0461 0.361
H 0.3180 -5.6843 -4.9379 0.2324 -0.2066 0.0628 0.405
H 0.6470 -4.3299 -2.8077 -0.3315 0.0536 0.1154 0.326
H 0.7716 -1.7223 -3.3472 -0.3733 -0.2624 0.1849 -0.167
H 1.3061 -2.2798 -4.9182 0.0933 0.0100 -0.0382 0.326
H 3.8153 -1.5350 -4.3948 -0.1649 -0.2351 -0.1420 0.320
H 4.1538 -1.6512 -2.6910 -0.2330 -0.2019 0.2892 0.320
H 2.7257 -0.7334 -3.2974 0.1344 0.0937 0.2673 -0.061
H -1.4591 -3.8649 -3.2587 -0.4429 -0.3555 -0.3387 -0.166
H -1.1075 -2.6349 -4.1274 0.1169 -0.0446 -0.3032 -0.157